Entry from OMol25: 2 unconnected molecules or ions with the total composition C4H9N3O2 at a distorted geometry (ωB97M-V/def2-TZVPD).

Element x y z (Å)
O -1.052 2.605 0.015
O -2.459 -2.166 -0.848
N -2.946 1.175 -0.116
N -0.796 0.291 -0.089
N -1.656 -2.941 -0.385
C 1.172 0.796 1.304
C 0.460 0.048 0.332
C 1.033 -1.218 -0.313
C -1.597 1.517 -0.042
H -3.669 1.762 -0.381
H 0.552 0.911 2.204
H -1.260 -0.564 -0.508
H 2.174 0.440 1.471
H -3.015 0.231 -0.096
H 0.318 -1.654 -0.962
H 1.307 -1.947 0.430
H 1.260 1.867 1.146
H 1.975 -0.908 -0.692

Properties
* relative energy (zero: lowest compared OMol25 entry of this formula, charge and spin): 470.39 kJ/mol
* net charge: 0
* gap between HOMO and LUMO (spin up / spin down): 4.4 / 8.4 eV
* E_tot: -472.41446 a.u.
* HOMO level (spin up / spin down): -0.2043 / -0.3709 Eh
* M: 131.1 g mol⁻¹

***

Entry from OMol25: 2 unconnected molecules or ions with the total composition C7H11N2O2P at a distorted geometry (ωB97M-V/def2-TZVPD).

Element x y z (Å)
P -0.741 -1.190 -1.710
O -1.954 -1.837 -1.213
O 3.050 -1.365 0.147
N 0.462 -1.728 -2.523
N -0.748 0.433 -1.716
C -1.772 1.234 -1.104
C 1.934 -0.756 0.607
C 2.105 0.487 1.209
C 0.661 -1.331 0.554
C -0.408 -0.674 1.148
C -0.230 0.560 1.751
C 1.029 1.138 1.777
H 0.343 -2.723 -2.635
H -1.377 -1.145 1.159
H 0.537 -2.341 0.184
H 1.184 2.094 2.255
H -1.370 1.856 -0.299
H 2.810 -2.151 -0.362
H -1.065 1.062 2.213
H 3.098 0.905 1.245
H -2.261 1.877 -1.838
H 0.070 0.868 -2.103
H -2.512 0.548 -0.695

Properties
* relative energy (zero: lowest compared OMol25 entry of this formula, charge and spin): 0.00 kJ/mol
* net charge: 0
* gap between HOMO and LUMO: 9.5 eV
* E_tot: -874.71308 a.u.
* HOMO level: -0.3259 Eh
* M: 186.2 g mol⁻¹

***

Entry from OMol25: a molecular structure, C8H4F5IrN2O3Se3Te2 (ωB97M-V/def2-TZVPD).

Element x y z (Å)
Ir -0.925 1.167 -0.624
Te -4.308 -2.631 0.912
Te -2.262 -3.505 -1.024
Se 0.850 2.799 -0.988
Se -5.475 -1.260 -0.516
Se -2.980 -2.029 -2.679
F 1.389 -1.709 -0.263
F 3.847 -1.540 -2.016
F 4.430 -0.677 0.801
F 2.189 0.651 -3.135
F 2.493 1.419 1.549
O -2.905 -1.324 2.013
O -2.142 -0.330 0.183
O -1.584 1.249 -3.390
N -0.515 1.313 1.459
N -1.356 1.182 -2.291
C -2.220 -0.439 1.433
C 3.348 -0.494 -1.391
C -1.459 0.536 2.302
C 2.117 1.382 -0.807
C 2.581 0.480 -1.882
C 2.659 0.928 0.326
C 2.116 -1.232 0.722
C 3.296 -0.424 0.112
H -0.504 2.297 1.717
H 0.440 0.989 1.615
H -2.182 1.203 2.769
H -0.939 -0.001 3.092

Properties
* relative energy (zero: lowest compared OMol25 entry of this formula, charge and spin): 475.68 kJ/mol
* net charge: +1
* gap between HOMO and LUMO (spin up / spin down): 7.0 / 6.3 eV
* E_tot: -8986.03020 a.u.
* HOMO level (spin up / spin down): -0.4334 / -0.4366 Eh
* ⟨S²⟩: 0.76
* M: 955.4 g mol⁻¹
* spin multiplicity: 2

***

Entry from OMol25: a molecular structure, C23H22N6O5Sr at a distorted geometry (ωB97M-V/def2-TZVPD).

Element x y z (Å)
Sr 0.108 -0.478 0.276
O 2.145 0.428 0.235
O -0.511 -0.671 2.246
O 0.663 0.278 3.900
O -0.489 1.584 0.900
O -0.960 -2.302 -0.876
N -2.650 2.473 -0.645
N -0.123 -0.056 -2.086
N 4.914 -1.474 3.486
N 3.037 0.217 1.123
N 1.424 -2.513 0.666
N -2.994 1.111 -0.369
C 2.326 4.665 3.702
C -0.322 -2.458 -2.134
C -0.328 -1.127 -2.849
C 2.219 -1.974 1.308
C 2.368 4.223 2.389
C 3.117 -0.954 1.722
C -2.399 3.354 2.656
C -2.844 1.044 3.116
C 0.476 2.789 2.796
C -0.105 1.148 -2.653
C 1.446 3.288 1.937
C -0.518 -1.031 -4.220
C -0.302 1.340 -4.009
C 0.445 3.228 4.118
C -0.502 1.727 2.341
C -4.625 2.659 3.248
C 1.362 4.163 4.565
C -4.177 1.351 3.361
C -1.940 2.041 2.754
C -0.052 0.317 2.915
C -0.508 0.224 -4.808
C -3.729 3.660 2.900
C 4.110 -1.201 2.711
H -2.288 2.507 -1.589
H -3.225 1.046 0.616
H -0.734 -3.059 -0.317
H -3.797 0.800 -0.903
H -4.862 0.563 3.645
H -4.065 4.687 2.830
H -0.832 -3.205 -2.747
H -0.285 2.334 -4.435
H 1.331 4.497 5.594
H -1.708 4.146 2.392
H -2.499 0.023 3.208
H 3.128 4.599 1.717
H -3.450 3.095 -0.594
H 1.499 2.929 0.919
H -0.683 -1.924 -4.809
H -0.296 2.822 4.794
H 0.722 -2.768 -2.004
H 0.087 1.981 -1.983
H 3.049 5.389 4.056
H -5.662 2.900 3.446
H -0.672 0.325 -5.873
H -1.135 2.222 0.528

Properties
* relative energy (zero: lowest compared OMol25 entry of this formula, charge and spin): 248.14 kJ/mol
* net charge: 0
* gap between HOMO and LUMO: 8.2 eV
* E_tot: -1625.07768 a.u.
* HOMO level: -0.3115 Eh
* M: 550.1 g mol⁻¹

***

Entry from OMol25: a molecular structure, CH2Na10O8S at a distorted geometry (ωB97M-V/def2-TZVPD).

Element x y z (Å)
S 1.582 13.861 8.712
Na 2.883 16.349 7.077
Na 8.237 14.864 6.604
Na 2.093 13.520 5.118
Na 4.548 14.094 8.028
Na 3.809 14.601 1.347
Na 4.388 11.480 3.636
Na 3.137 16.902 3.977
Na 5.805 16.852 6.005
Na 7.622 15.708 3.006
Na 7.481 12.700 3.495
O 6.119 12.689 6.983
O 4.295 13.970 3.728
O 1.453 15.226 9.080
O 6.160 14.617 4.690
O 4.274 14.959 5.645
O 0.328 13.133 8.634
O 2.182 13.928 7.442
O 2.582 13.241 9.625
C 4.882 14.491 4.672
H 6.638 11.891 7.077
H 6.047 12.818 6.037

Properties
* relative energy (zero: lowest compared OMol25 entry of this formula, charge and spin): 212.22 kJ/mol
* net charge: +6
* gap between HOMO and LUMO: 2.2 eV
* E_tot: -2659.70329 a.u.
* HOMO level: -0.8660 Eh
* M: 404.0 g mol⁻¹

***

Entry from OMol25: 2 unconnected molecules or ions with the total composition C17H31BrN3O5P at a distorted geometry (ωB97M-V/def2-TZVPD).

Element x y z (Å)
Br 2.758 -1.106 -1.490
P -0.926 3.907 -3.413
O 0.210 3.476 -4.457
O -2.319 3.771 -2.924
O 0.005 4.030 -2.083
O 1.293 -4.168 3.676
O -0.923 5.464 -3.939
N 4.041 -4.147 0.340
N -0.893 -4.756 4.123
N 1.216 -1.072 3.377
C -2.716 7.026 -3.502
C -2.060 -3.912 4.416
C -0.781 -3.173 1.402
C 3.430 -3.179 0.280
C 1.507 4.102 -4.433
C -2.113 6.043 -4.484
C -1.458 -4.529 1.630
C 2.564 3.071 -4.082
C 1.337 -1.896 0.912
C -0.911 -5.376 2.792
C 0.326 -4.151 4.415
C -0.268 3.251 -0.923
C 0.638 -3.256 0.843
C 1.396 -1.333 2.277
C 0.310 1.854 -1.044
C 0.439 -3.488 5.780
C 2.773 -1.881 0.310
H 1.535 4.942 -3.746
H 0.544 -3.478 -0.227
H 0.033 1.250 -0.177
H -2.954 -4.242 3.898
H -0.046 1.358 -1.951
H -2.855 6.565 -2.524
H -0.119 -4.096 6.494
H 1.681 4.496 -5.434
H -1.861 -2.849 4.268
H 3.373 -1.192 0.896
H -2.280 -4.009 5.484
H -2.049 7.878 -3.362
H -1.371 -5.150 0.732
H 1.490 -3.487 6.049
H -1.574 -6.246 2.867
H -1.382 -2.654 0.646
H -1.339 3.209 -0.717
H 0.749 -1.188 0.325
H -1.830 6.559 -5.403
H 3.466 3.555 -3.708
H -2.835 5.272 -4.750
H -3.680 7.392 -3.858
H 0.061 -5.761 2.502
H 2.196 2.373 -3.332
H 0.193 3.770 -0.082
H 1.399 1.892 -1.094
H 0.040 -2.475 5.774
H -0.849 -2.565 2.304
H 1.224 -4.069 1.265
H -2.528 -4.337 1.730
H 2.834 2.484 -4.961

Properties
* relative energy (zero: lowest compared OMol25 entry of this formula, charge and spin): 0.00 kJ/mol
* net charge: 0
* gap between HOMO and LUMO: 9.5 eV
* E_tot: -4122.22782 a.u.
* HOMO level: -0.3467 Eh
* M: 468.3 g mol⁻¹
* SMILES: CC(=O)N(C)CCCC[C@@H](C#N)[C@H](Br)C#N.CCOP(=O)(OCC)OCC

***

Entry from OMol25: C24H27N3O3 in the gas phase (ωB97M-V/def2-TZVPD).

Element x y z (Å)
O -1.269 -1.498 -2.421
O 4.694 0.804 -1.292
O -3.533 3.046 -0.127
N -2.483 -1.268 -0.551
N 1.930 -0.474 1.938
N 3.127 -0.874 1.523
C 1.537 -1.756 0.196
C -0.840 1.293 -1.479
C 5.428 1.105 -0.127
C -0.569 -2.873 -0.628
C -0.840 2.465 0.619
C 2.911 -1.645 0.475
C -4.410 0.386 0.857
C 0.944 -0.979 1.169
C 2.655 0.505 -2.395
C -3.022 1.980 -0.401
C 0.563 1.236 -1.448
C 0.522 2.436 0.664
C 3.356 1.019 -1.277
C -3.473 -0.490 -1.281
C -3.947 0.771 -0.560
C -3.298 -0.374 1.569
C -1.461 -1.816 -1.260
C 1.302 0.616 -2.480
C -1.548 1.852 -0.442
C -2.925 -1.628 0.776
C 2.667 1.677 -0.286
C 1.792 0.324 3.120
C 0.912 -2.568 -0.887
C 1.266 1.789 -0.347
H -4.818 1.151 -1.107
H 3.732 -2.091 -0.050
H 1.053 2.919 1.473
H -3.623 -0.668 2.569
H 6.443 0.760 -0.321
H 1.596 -0.306 3.994
H 0.763 0.201 -3.319
H -2.148 -2.173 1.309
H -5.296 -0.251 0.785
H -0.082 -0.734 1.353
H -4.360 -1.125 -1.428
H -3.062 -0.265 -2.264
H -2.419 0.266 1.668
H 5.446 2.182 0.068
H 3.176 2.095 0.569
H 3.233 0.013 -3.161
H 1.471 -3.502 -0.979
H 2.723 0.863 3.283
H -1.410 2.960 1.393
H -3.808 -2.281 0.701
H 0.994 -2.041 -1.842
H -0.732 -3.023 0.435
H 5.016 0.575 0.738
H -4.682 1.284 1.413
H -0.831 -3.801 -1.143
H 0.971 1.029 2.998
H -1.335 0.903 -2.352

Properties
* relative energy (zero: lowest compared OMol25 entry of this formula, charge and spin): 152.03 kJ/mol
* net charge: 0
* gap between HOMO and LUMO: 8.4 eV
* E_tot: -1320.75185 a.u.
* HOMO level: -0.2910 Eh
* M: 405.5 g mol⁻¹
* SMILES: COc1ccc2cc(C(=O)[C@@H]3CCCN(C(=O)CCc4cnn(C)c4)C3)ccc2c1

***

Entry from OMol25: 2 unconnected molecules or ions with the total composition C7H14N2 at a distorted geometry (ωB97M-V/def2-TZVPD).

Element x y z (Å)
N -1.970 -1.726 -0.154
N -1.147 -0.160 -1.445
C -3.709 -0.512 1.177
C -2.505 -0.533 0.284
C 3.153 -0.088 -0.812
C 1.942 0.262 0.107
C -1.995 0.439 -0.507
C -1.125 -1.518 -1.119
C 2.275 1.376 1.098
H 2.779 -0.003 -1.859
H -3.839 0.451 1.670
H 3.516 -1.090 -0.615
H -0.336 -2.218 -1.399
H 1.867 2.317 0.722
H -4.635 -0.827 0.696
H 3.979 0.615 -0.714
H -1.949 1.505 -0.453
H 3.333 1.463 1.253
H -3.570 -1.246 2.004
H 1.987 1.195 2.189
H 1.709 -0.653 0.634
H 1.090 0.553 -0.534
H -0.849 0.399 -2.224

Properties
* relative energy (zero: lowest compared OMol25 entry of this formula, charge and spin): 93.62 kJ/mol
* net charge: 0
* gap between HOMO and LUMO: 9.5 eV
* E_tot: -384.59623 a.u.
* HOMO level: -0.3183 Eh
* M: 126.2 g mol⁻¹
* SMILES: Cc1c[nH]cn1.CCC